Here is a structure of composition C34H36Cl2N5O4RuS2 from the OMol25 dataset. Energies are from the ωB97M-V functional and the def2-TZVPD basis.

Each line ends with the Löwdin charge.
CARTESIAN COORDINATES (ANGSTROEM)
Ru: -0.16 0.00 -0.31  1.313
C: 1.29 -0.02 3.32  -0.096
N: 1.75 0.67 2.14  -0.218
C: 1.92 2.10 2.34  -0.085
C: 2.83 0.08 1.44  -0.218
C: 3.87 -0.58 2.09  -0.043
C: 4.92 -1.15 1.39  -0.117
C: 4.92 -1.07 0.00  -0.114
C: 3.89 -0.43 -0.66  -0.062
C: 2.83 0.17 0.03  -0.237
N: 1.72 0.74 -0.60  -0.074
C: 1.84 1.64 -1.63  -0.251
C: 3.02 2.07 -2.25  -0.038
C: 3.00 2.92 -3.35  -0.121
C: 1.80 3.38 -3.87  -0.118
C: 0.62 3.04 -3.22  -0.037
C: 0.63 2.22 -2.11  -0.252
N: -0.54 2.02 -1.27  -0.290
C: -1.83 2.06 -1.99  -0.094
C: -0.53 3.11 -0.27  -0.066
H: 1.97 0.07 4.18  0.075
H: 1.14 -1.07 3.08  0.067
H: 0.33 0.41 3.60  0.053
H: 2.66 2.32 3.14  0.083
H: 0.96 2.53 2.62  0.062
H: 2.27 2.56 1.42  0.078
H: 3.84 -0.65 3.17  0.099
H: 5.71 -1.67 1.91  0.087
H: 5.71 -1.54 -0.57  0.092
H: 3.85 -0.45 -1.74  0.116
H: 3.98 1.73 -1.88  0.087
H: 3.94 3.20 -3.81  0.089
H: 1.78 4.00 -4.75  0.085
H: -0.32 3.43 -3.58  0.104
H: -2.02 3.06 -2.40  0.080
H: -2.61 1.83 -1.27  0.088
H: -1.86 1.31 -2.77  0.040
H: -0.61 4.07 -0.79  0.092
H: 0.41 3.08 0.28  0.067
H: -1.34 2.97 0.43  0.070
Cl: -6.20 -0.57 4.50  0.592
C: -4.77 -0.12 3.60  -0.689
C: -3.89 0.82 4.16  -0.156
C: -2.77 1.20 3.47  -0.571
Cl: -1.73 2.41 4.17  0.661
C: -2.41 0.68 2.18  -0.404
O: -1.39 1.08 1.56  -0.136
C: -3.35 -0.28 1.66  -0.110
C: -3.15 -0.91 0.37  -0.169
O: -2.17 -0.79 -0.33  -0.131
C: -4.51 -0.65 2.37  -0.077
H: -4.11 1.25 5.13  0.094
H: -3.97 -1.55 0.00  0.137
H: -5.19 -1.36 1.92  0.114
C: -0.67 -3.71 -0.06  -0.056
C: 0.64 -2.98 0.26  -0.706
C: 1.63 -3.21 -0.88  -0.061
C: 1.24 -3.50 1.57  -0.070
N: 0.31 -1.59 0.45  -0.068
H: -0.48 -4.77 -0.25  0.077
H: -1.13 -3.27 -0.94  0.067
H: -1.37 -3.63 0.78  0.075
H: 1.91 -4.26 -0.91  0.078
H: 2.53 -2.62 -0.72  0.057
H: 1.18 -2.92 -1.83  0.021
H: 1.41 -4.58 1.50  0.073
H: 0.55 -3.32 2.40  0.070
H: 2.19 -3.01 1.78  0.063
O: -5.24 -1.87 -2.83  -0.380
S: -4.35 -1.17 -3.75  0.583
O: -5.03 -0.13 -4.53  -0.376
N: -3.04 -0.62 -3.01  -0.168
C: -1.92 -1.24 -3.45  -0.770
S: -0.32 -0.91 -2.84  0.613
C: -2.13 -2.20 -4.49  -0.279
C: -1.23 -3.02 -5.20  -0.075
C: -1.72 -3.88 -6.17  -0.142
C: -3.10 -3.96 -6.47  -0.148
C: -4.00 -3.15 -5.77  -0.098
C: -3.51 -2.30 -4.80  -0.259
H: -0.17 -2.97 -4.98  0.079
H: -1.02 -4.51 -6.71  0.078
H: -3.45 -4.64 -7.23  0.066
H: -5.06 -3.19 -5.97  0.103

Summary:
- spin multiplicity = 6
- HOMO (spin up / spin down) (eV) = 0.66 / -2.09
- Kohn-Sham gap (spin up / spin down) (eV) = 3.33 / 6.08
- net charge = -2

Here is a structure of composition C34H36ClIrN4O6PS3Se2 from the OMol25 dataset. Energies are from the ωB97M-V functional and the def2-TZVPD basis.

Each line ends with the Löwdin charge.
CARTESIAN COORDINATES (ANGSTROEM)
Ir: -1.29 0.22 -0.20  0.725
Se: 2.32 0.13 2.63  0.386
P: 0.42 0.46 3.50  0.200
Se: -0.96 1.48 2.04  0.703
C: 0.51 1.58 4.92  -0.410
C: 1.35 1.18 5.96  -0.097
C: 1.53 2.00 7.06  -0.068
C: 0.87 3.22 7.13  -0.072
C: 0.03 3.62 6.10  -0.072
C: -0.15 2.80 4.99  -0.111
C: -0.42 -1.01 4.12  -0.454
C: 0.18 -2.25 4.05  -0.130
C: -0.49 -3.37 4.53  -0.068
C: -1.76 -3.23 5.07  -0.066
C: -2.37 -1.98 5.13  -0.065
C: -1.70 -0.87 4.66  -0.098
H: 1.87 0.23 5.90  0.106
H: 2.18 1.68 7.86  0.109
H: 1.03 3.87 7.98  0.107
H: -0.48 4.57 6.16  0.108
H: -0.81 3.12 4.20  0.054
H: 1.17 -2.34 3.61  0.072
H: -0.01 -4.34 4.49  0.111
H: -2.28 -4.10 5.43  0.108
H: -3.36 -1.88 5.54  0.110
H: -2.17 0.11 4.71  0.109
Cl: -4.24 0.79 -3.05  0.756
C: -2.75 0.50 -3.89  -0.616
C: -2.63 1.00 -5.18  -0.121
C: -1.49 0.74 -5.92  -0.080
C: -0.49 -0.06 -5.38  -0.072
C: -0.63 -0.56 -4.09  -0.050
C: -1.74 -0.27 -3.29  -0.302
C: -1.87 -0.87 -1.93  -0.265
H: -3.45 1.56 -5.60  0.106
H: -1.40 1.12 -6.93  0.106
H: 0.38 -0.32 -5.96  0.112
H: 0.13 -1.22 -3.70  0.092
H: -1.26 -1.77 -1.91  0.045
H: -2.92 -1.11 -1.77  0.026
O: -4.72 -0.74 0.43  -0.077
N: -4.45 0.36 0.03  -0.204
O: -3.25 0.82 0.24  -0.427
N: -1.28 -3.94 -0.48  0.179
C: -2.09 -3.05 0.06  -0.760
N: -3.39 -3.16 -0.07  0.154
S: -1.45 -1.76 1.06  0.681
H: -1.61 -4.72 -1.03  0.142
H: -0.28 -3.78 -0.46  0.063
H: -3.81 -3.88 -0.64  0.135
H: -3.98 -2.46 0.37  0.064
C: 4.55 3.66 -2.25  -0.038
C: 3.09 3.43 -1.99  -0.252
C: 2.48 3.94 -0.84  -0.013
C: 1.14 3.70 -0.58  -0.048
C: 0.40 2.94 -1.47  -0.393
C: 0.98 2.42 -2.62  -0.093
C: 2.32 2.68 -2.87  -0.026
S: -1.29 2.55 -1.05  0.770
C: -2.10 3.33 -2.44  -0.175
O: -1.66 3.38 0.11  -0.555
H: 4.90 4.56 -1.76  0.081
H: 4.75 3.74 -3.32  0.083
H: 5.14 2.82 -1.87  0.093
H: 3.06 4.53 -0.15  0.121
H: 0.66 4.09 0.31  0.112
H: 0.40 1.82 -3.31  0.103
H: 2.77 2.28 -3.77  0.124
H: -1.79 4.37 -2.35  0.082
H: -3.17 3.21 -2.30  0.046
H: -1.77 2.89 -3.38  0.049
N: 0.80 -0.06 -0.55  -0.047
C: 1.42 -1.24 -1.12  -0.290
C: 2.03 -1.18 -2.36  -0.043
C: 2.52 -2.34 -2.95  -0.033
C: 2.42 -3.55 -2.28  -0.240
C: 1.92 -3.58 -0.99  -0.066
C: 1.42 -2.43 -0.40  -0.093
S: 2.89 -5.11 -3.05  0.397
O: 3.06 -4.77 -4.45  -0.356
O: 1.72 -5.93 -2.76  -0.368
O: 4.09 -5.49 -2.34  -0.343
H: 1.12 0.75 -1.07  0.063
H: 1.20 0.03 0.39  -0.042
H: 2.08 -0.24 -2.89  0.100
H: 2.95 -2.33 -3.94  0.117
H: 1.92 -4.53 -0.46  0.127
H: 1.04 -2.44 0.61  0.061

Summary:
- spin multiplicity = 2
- HOMO (spin up / spin down) (eV) = -7.76 / -7.76
- Kohn-Sham gap (spin up / spin down) (eV) = 6.96 / 4.19
- net charge = 0

Here is a structure of composition C34H36N3O2P2RuS from the OMol25 dataset. Energies are from the ωB97M-V functional and the def2-TZVPD basis.

Each line ends with the Löwdin charge.
CARTESIAN COORDINATES (ANGSTROEM)
Ru: -0.53 -0.86 -1.26  0.365
C: 2.88 -1.64 -2.19  -0.215
P: 1.68 -0.76 -1.15  0.832
C: 2.09 -1.46 0.53  -0.367
N: 3.20 -1.22 1.16  0.146
C: 3.34 -1.78 2.41  -0.202
C: 4.52 -1.50 3.16  -0.014
C: 4.67 -2.05 4.40  -0.073
C: 3.68 -2.91 4.94  -0.072
C: 2.55 -3.19 4.22  -0.014
C: 2.37 -2.62 2.93  -0.203
N: 1.23 -2.93 2.22  0.143
C: 1.08 -2.34 1.07  -0.351
P: -0.37 -2.61 -0.07  0.761
C: 0.06 -4.26 -0.69  -0.208
C: -1.86 -2.88 0.99  -0.706
C: -2.16 -1.54 1.67  -0.100
C: -1.72 -3.98 2.04  -0.091
C: -2.99 -3.24 0.02  -0.093
C: 2.31 0.98 -1.09  -0.709
C: 1.85 1.63 -2.40  -0.098
C: 3.83 1.10 -0.98  -0.092
C: 1.65 1.66 0.10  -0.101
H: 3.83 -1.68 -1.66  0.050
H: 3.00 -1.11 -3.13  0.046
H: 2.54 -2.65 -2.41  0.034
H: 5.26 -0.84 2.72  0.112
H: 5.56 -1.84 4.98  0.104
H: 3.82 -3.34 5.92  0.103
H: 1.77 -3.84 4.60  0.112
H: 0.33 -4.89 0.15  0.049
H: 0.90 -4.20 -1.39  0.034
H: -0.79 -4.70 -1.23  0.049
H: -1.38 -1.27 2.39  0.080
H: -3.11 -1.63 2.21  0.086
H: -2.27 -0.72 0.94  0.062
H: -0.88 -3.82 2.71  0.055
H: -1.61 -4.96 1.58  0.075
H: -2.64 -4.01 2.63  0.087
H: -2.97 -2.64 -0.89  0.041
H: -3.96 -3.05 0.50  0.093
H: -2.96 -4.29 -0.26  0.078
H: 2.33 1.17 -3.26  0.075
H: 2.13 2.69 -2.39  0.089
H: 0.77 1.57 -2.54  0.054
H: 4.33 0.73 -1.88  0.075
H: 4.23 0.57 -0.12  0.059
H: 4.09 2.16 -0.89  0.088
H: 0.57 1.42 0.18  0.053
H: 1.74 2.74 -0.01  0.080
H: 2.12 1.37 1.04  0.079
O: -3.99 2.67 -1.82  0.171
C: -3.47 1.60 -1.79  -0.376
O: -2.19 1.47 -1.19  -0.012
C: -4.06 0.30 -2.18  -0.168
C: -5.44 0.25 -1.94  -0.023
C: -6.19 -0.87 -2.26  -0.076
C: -5.54 -1.93 -2.89  -0.077
C: -4.19 -1.87 -3.15  -0.151
C: -3.40 -0.76 -2.80  -0.639
S: -1.71 -0.81 -3.33  0.509
H: -5.91 1.10 -1.48  0.119
H: -7.24 -0.90 -2.05  0.101
H: -6.10 -2.81 -3.18  0.105
H: -3.70 -2.68 -3.67  0.095
N: 2.12 9.41 1.02  0.156
C: 1.56 8.45 0.75  -0.184
C: 0.86 7.23 0.41  -0.233
C: 0.54 6.96 -0.92  -0.020
C: -0.11 5.79 -1.24  -0.012
C: -0.44 4.87 -0.24  -0.225
C: -0.13 5.16 1.09  -0.018
C: 0.53 6.33 1.42  -0.021
C: -1.09 3.64 -0.59  0.058
C: -1.62 2.60 -0.88  -0.103
H: 0.80 7.67 -1.69  0.121
H: -0.37 5.57 -2.26  0.122
H: -0.40 4.46 1.86  0.120
H: 0.77 6.55 2.44  0.121

Summary:
- spin multiplicity = 2
- HOMO (spin up / spin down) (eV) = -6.92 / -7.18
- Kohn-Sham gap (spin up / spin down) (eV) = 6.17 / 6.27
- net charge = 0